The following is a DFT calculation (the ωB97M-V functional and the def2-TZVPD basis) of a 6-piece molecular cluster, C48H90F6I2N5O16S2 overall at a distorted geometry.

Net charge = +1
Spin multiplicity = 1
Maximum force = 6.378 eV/A

Last column: Löwdin charge in e.
Cartesian coordinates (Å):
C (3.110, 2.260, 2.844)  0.008
C (1.796, 2.014, 1.924)  -0.360
O (0.670, 2.282, 2.483)  0.005
O (1.911, 1.494, 0.614)  -0.070
C (0.733, 1.773, -0.191)  -0.174
C (-0.335, 0.544, -0.163)  -0.139
C (0.517, -0.812, -0.407)  -0.190
C (-0.419, -2.119, -0.568)  -0.150
C (0.420, -3.407, -0.051)  -0.096
N (0.218, -4.507, -1.051)  -0.042
C (-0.838, -5.421, -0.723)  -0.085
C (-1.850, -5.480, 0.497)  -0.101
C (-3.411, -5.477, 0.058)  -0.232
C (-4.231, -4.830, 1.296)  -0.465
S (-6.050, -5.000, 0.848)  0.832
C (-6.234, -3.675, -0.463)  -1.027
S (-7.295, -3.955, -1.719)  0.672
N (-5.426, -2.453, -0.249)  -0.234
C (-4.595, -2.096, -1.437)  -0.153
C (-4.095, -0.562, -1.459)  -0.169
O (-5.086, 0.399, -1.017)  -0.158
C (-5.449, -0.023, 0.321)  -0.165
C (-6.346, -1.346, 0.164)  -0.155
N (-0.780, -6.358, -1.826)  0.180
C (0.299, -5.942, -2.708)  -0.169
N (0.660, -6.599, -3.821)  0.028
C (-0.173, -7.829, -4.167)  -0.144
C (0.126, -9.088, -3.214)  -0.269
C (-1.320, -9.580, -2.638)  -0.608
I (-2.347, -10.671, -4.267)  0.708
C (1.747, -6.290, -4.745)  -0.209
O (1.511, -5.704, -5.829)  0.157
C (3.309, -6.675, -4.494)  -0.180
F (3.412, -6.862, -3.065)  0.046
F (4.057, -5.568, -4.951)  0.092
C (3.714, -8.081, -5.156)  -0.177
F (2.535, -8.551, -5.829)  0.079
F (4.038, -9.032, -4.133)  0.093
C (4.925, -8.023, -6.203)  -0.222
F (6.100, -7.409, -5.715)  0.095
F (4.432, -7.487, -7.418)  0.098
C (5.335, -9.568, -6.536)  -0.289
O (4.515, -10.465, -6.770)  0.151
O (6.732, -9.887, -6.514)  0.069
N (0.907, -4.739, -2.212)  0.038
C (1.985, -3.834, -2.663)  -0.081
C (3.382, -4.048, -1.840)  -0.245
C (3.936, -2.642, -1.226)  -0.611
I (4.790, -2.945, 0.791)  0.710
H (4.062, 2.385, 2.202)  0.088
H (3.272, 1.397, 3.574)  0.091
H (3.013, 3.235, 3.481)  0.092
H (1.109, 1.860, -1.282)  0.132
H (0.237, 2.779, 0.055)  0.142
H (-1.088, 0.710, -1.013)  0.114
H (-0.888, 0.532, 0.839)  0.121
H (1.281, -1.002, 0.420)  0.116
H (1.068, -0.679, -1.403)  0.094
H (-1.365, -2.067, 0.070)  0.108
H (-0.738, -2.294, -1.664)  0.122
H (0.165, -3.712, 1.018)  0.140
H (1.543, -3.132, -0.038)  0.094
H (-1.665, -6.483, 1.031)  0.143
H (-1.723, -4.647, 1.263)  0.108
H (-3.806, -6.530, -0.126)  0.116
H (-3.470, -4.823, -0.887)  0.102
H (-3.924, -3.732, 1.399)  0.082
H (-4.026, -5.348, 2.291)  0.093
H (-3.631, -2.738, -1.392)  0.105
H (-5.081, -2.336, -2.449)  0.101
H (-3.842, -0.309, -2.544)  0.128
H (-3.139, -0.415, -0.843)  0.097
H (-6.092, 0.749, 0.884)  0.141
H (-4.503, -0.278, 0.936)  0.135
H (-7.224, -1.241, -0.558)  0.124
H (-6.789, -1.619, 1.188)  0.137
H (-1.282, -7.501, -4.146)  0.131
H (0.035, -8.092, -5.267)  0.137
H (0.807, -8.785, -2.344)  0.116
H (0.572, -9.940, -3.834)  0.096
H (-1.979, -8.656, -2.459)  0.028
H (-1.192, -10.223, -1.700)  0.064
H (7.202, -9.326, -7.185)  0.140
H (2.182, -3.814, -3.784)  0.134
H (1.653, -2.760, -2.384)  0.108
H (3.300, -4.856, -1.040)  0.092
H (4.170, -4.393, -2.595)  0.098
H (4.690, -2.130, -1.911)  0.066
H (3.076, -1.892, -1.057)  0.018
C (0.999, 5.152, 4.855)  -0.096
O (2.116, 4.584, 5.527)  -0.207
C (2.477, 5.316, 6.697)  -0.185
C (1.938, 4.651, 7.961)  -0.183
O (0.512, 4.672, 7.992)  -0.234
C (-0.059, 3.437, 7.581)  -0.096
H (0.609, 4.409, 4.157)  0.075
H (0.204, 5.432, 5.549)  0.083
H (1.318, 6.034, 4.288)  0.088
H (2.138, 6.356, 6.625)  0.116
H (3.570, 5.325, 6.745)  0.126
H (2.285, 5.219, 8.829)  0.124
H (2.314, 3.627, 8.058)  0.126
H (0.003, 2.714, 8.400)  0.090
H (0.433, 3.028, 6.695)  0.084
H (-1.110, 3.610, 7.345)  0.093
C (-1.015, 9.617, 10.725)  -0.111
O (-0.263, 9.285, 9.565)  -0.197
C (-0.076, 7.877, 9.422)  -0.190
C (-1.057, 7.282, 8.416)  -0.192
O (-2.404, 7.383, 8.877)  -0.191
C (-3.096, 8.481, 8.297)  -0.115
H (-1.358, 10.648, 10.624)  0.089
H (-1.887, 8.971, 10.847)  0.083
H (-0.377, 9.543, 11.612)  0.088
H (-0.155, 7.374, 10.391)  0.129
H (0.942, 7.727, 9.049)  0.117
H (-0.836, 6.216, 8.303)  0.100
H (-0.946, 7.753, 7.432)  0.123
H (-3.406, 8.223, 7.279)  0.085
H (-2.487, 9.388, 8.274)  0.082
H (-3.987, 8.677, 8.896)  0.089
C (-3.082, -3.145, -7.554)  -0.112
O (-4.355, -2.546, -7.753)  -0.188
C (-5.208, -2.688, -6.619)  -0.193
C (-5.233, -1.417, -5.775)  -0.189
O (-3.958, -1.154, -5.189)  -0.215
C (-3.219, -0.179, -5.915)  -0.098
H (-2.402, -2.762, -8.317)  0.092
H (-2.667, -2.912, -6.571)  0.076
H (-3.165, -4.231, -7.669)  0.088
H (-4.913, -3.554, -6.017)  0.124
H (-6.217, -2.875, -7.000)  0.128
H (-5.940, -1.558, -4.952)  0.120
H (-5.573, -0.559, -6.365)  0.131
H (-3.597, 0.820, -5.675)  0.094
H (-3.270, -0.340, -6.994)  0.092
H (-2.175, -0.243, -5.603)  0.057
C (4.157, 9.655, 6.339)  -0.105
O (3.015, 9.025, 5.773)  -0.213
C (2.054, 9.966, 5.297)  -0.194
C (2.154, 10.151, 3.785)  -0.197
O (3.397, 10.742, 3.412)  -0.191
C (4.339, 9.781, 2.954)  -0.112
H (4.953, 8.911, 6.417)  0.089
H (4.515, 10.484, 5.726)  0.084
H (3.916, 10.018, 7.344)  0.090
H (2.158, 10.924, 5.818)  0.129
H (1.066, 9.562, 5.536)  0.120
H (1.365, 10.837, 3.464)  0.125
H (2.003, 9.200, 3.262)  0.121
H (4.102, 9.497, 1.924)  0.086
H (4.359, 8.888, 3.584)  0.081
H (5.328, 10.240, 2.973)  0.090
C (0.148, 1.984, -4.899)  -0.091
O (0.884, 1.065, -4.098)  -0.201
C (0.726, -0.283, -4.530)  -0.192
C (1.914, -0.747, -5.370)  -0.201
O (2.000, -0.027, -6.594)  -0.183
C (2.961, 1.021, -6.542)  -0.099
H (0.529, 2.987, -4.703)  0.095
H (0.252, 1.774, -5.965)  0.090
H (-0.911, 1.948, -4.620)  0.085
H (-0.215, -0.407, -5.078)  0.103
H (0.671, -0.903, -3.627)  0.092
H (1.768, -1.801, -5.629)  0.117
H (2.850, -0.668, -4.805)  0.124
H (3.966, 0.603, -6.654)  0.090
H (2.903, 1.590, -5.611)  0.084
H (2.769, 1.699, -7.375)  0.095


The following is a DFT calculation (the ωB97M-V functional and the def2-TZVPD basis) of a 6-piece molecular cluster, C17H47F3N4O8S overall at a distorted geometry.

Energy relative to the best compared isomer or geometry (same formula, charge and spin) = 0.666 eV
Spin multiplicity = 1
Maximum force = 2.872 eV/A

Last column: Löwdin charge in e.
Cartesian coordinates (Å):
O (5.330, 1.326, -25.049)  0.118
H (6.174, 1.487, -24.506)  0.075
H (5.462, 1.356, -26.057)  0.088
H (4.641, 2.028, -24.766)  0.067
C (3.515, 5.387, -22.945)  -0.662
F (4.589, 5.822, -23.619)  0.103
F (3.946, 5.141, -21.703)  0.116
F (2.632, 6.365, -22.918)  0.151
S (2.845, 3.810, -23.687)  0.531
O (3.890, 3.364, -24.622)  -0.360
O (2.683, 2.891, -22.574)  -0.313
O (1.624, 4.224, -24.368)  -0.309
C (3.884, 2.450, -28.036)  -0.033
C (5.074, 1.548, -28.331)  -0.397
C (5.370, 1.289, -29.796)  -0.180
O (6.548, 0.498, -29.883)  -0.209
C (6.890, 0.055, -31.161)  -0.114
N (6.323, 1.798, -27.540)  0.073
H (2.973, 2.262, -28.601)  0.090
H (4.142, 3.476, -28.334)  0.079
H (3.650, 2.467, -26.975)  0.062
H (4.712, 0.614, -27.868)  0.136
H (5.386, 2.213, -30.383)  0.127
H (4.609, 0.625, -30.223)  0.132
H (6.129, -0.595, -31.611)  0.089
H (7.857, -0.442, -31.182)  0.089
H (6.980, 0.907, -31.850)  0.089
H (6.929, 1.051, -27.877)  0.080
H (6.734, 2.649, -27.945)  0.063
C (6.635, 4.837, -26.148)  -0.051
C (8.070, 4.341, -26.296)  -0.441
C (8.676, 4.693, -27.650)  -0.176
O (7.951, 4.087, -28.721)  -0.196
C (7.124, 4.987, -29.409)  -0.120
N (8.888, 4.903, -25.220)  0.047
H (6.283, 4.535, -25.158)  0.058
H (5.892, 4.538, -26.884)  0.055
H (6.616, 5.932, -26.094)  0.094
H (8.065, 3.263, -26.136)  0.106
H (9.695, 4.300, -27.605)  0.126
H (8.768, 5.776, -27.771)  0.128
H (6.303, 5.378, -28.799)  0.080
H (6.777, 4.494, -30.318)  0.087
H (7.594, 5.912, -29.773)  0.091
H (8.910, 5.921, -25.273)  0.080
H (8.477, 4.785, -24.285)  0.035
C (9.029, -2.312, -27.234)  -0.058
C (8.393, -1.528, -26.124)  -0.442
C (7.132, -2.135, -25.580)  -0.225
O (6.401, -1.337, -24.667)  -0.230
C (5.243, -1.982, -24.155)  -0.089
N (9.364, -1.456, -24.999)  0.038
H (10.000, -1.874, -27.449)  0.080
H (8.326, -2.350, -28.074)  0.079
H (9.120, -3.382, -27.035)  0.085
H (8.118, -0.492, -26.368)  0.126
H (7.197, -3.178, -25.244)  0.135
H (6.434, -2.172, -26.443)  0.129
H (4.636, -2.319, -24.999)  0.090
H (4.726, -1.205, -23.598)  0.087
H (5.523, -2.807, -23.497)  0.090
H (10.139, -0.858, -25.263)  0.066
H (8.967, -1.084, -24.145)  0.048
C (7.569, 0.863, -21.595)  -0.040
C (7.416, 2.122, -22.456)  -0.388
C (8.105, 3.378, -21.880)  -0.174
O (7.447, 4.449, -22.531)  -0.229
C (7.733, 5.721, -21.989)  -0.099
N (7.702, 1.884, -23.892)  0.073
H (7.346, 1.015, -20.539)  0.082
H (8.603, 0.502, -21.643)  0.081
H (6.919, 0.042, -21.901)  0.075
H (6.331, 2.291, -22.499)  0.139
H (9.158, 3.380, -22.191)  0.136
H (8.038, 3.295, -20.794)  0.131
H (8.822, 5.859, -21.904)  0.091
H (7.455, 5.799, -20.932)  0.093
H (7.283, 6.519, -22.569)  0.091
H (7.925, 2.783, -24.306)  0.048
H (8.603, 1.406, -23.789)  0.099


The following is a DFT calculation (the ωB97M-V functional and the def2-TZVPD basis) of C5H8O as an isolated structure at a distorted geometry.

Energy relative to the best compared isomer or geometry (same formula, charge and spin) = 4.414 eV
Spin multiplicity = 1
Maximum force = 4.385 eV/A

Last column: Löwdin charge in e.
Cartesian coordinates (Å):
C (-0.747, 0.224, 0.440)  -0.310
C (-0.547, -1.221, -0.536)  -0.018
C (-1.039, 1.521, -0.275)  -0.067
O (2.918, -0.628, 0.314)  -0.006
C (1.839, -0.029, 0.836)  -0.146
C (0.591, -0.121, 0.681)  -0.154
H (3.605, -0.657, 0.988)  0.094
H (-1.466, -0.093, 1.194)  0.131
H (-0.798, 2.349, 0.398)  0.085
H (0.260, -1.272, -1.271)  0.089
H (-0.645, -2.115, 0.075)  0.078
H (-1.474, -1.159, -1.108)  0.065
H (-0.410, 1.634, -1.159)  0.086
H (-2.085, 1.567, -0.578)  0.073


The following is a DFT calculation (the ωB97M-V functional and the def2-TZVPD basis) of one molecule with the formula C18H19ClN2O3S2.

Energy relative to the best compared isomer or geometry (same formula, charge and spin) = 0.000 eV
Spin multiplicity = 1
Maximum force = 0.781 eV/A

Last column: Löwdin charge in e.
Cartesian coordinates (Å):
C (0.434, -0.923, 4.693)  0.012
C (0.153, -0.467, 3.280)  -0.467
O (-0.961, -0.516, 2.805)  0.059
N (1.223, 0.008, 2.565)  -0.008
C (2.607, -0.136, 2.961)  -0.198
C (3.230, -1.317, 2.232)  -0.414
S (3.321, -0.962, 0.442)  0.963
C (1.920, 0.077, 0.213)  -0.466
C (1.713, 0.542, -1.086)  -0.109
C (0.635, 1.348, -1.381)  -0.048
C (-0.219, 1.723, -0.361)  -0.255
S (-1.602, 2.807, -0.708)  0.638
O (-1.305, 3.564, -1.888)  -0.290
O (-1.949, 3.488, 0.502)  -0.274
N (-2.870, 1.823, -1.112)  -0.124
C (-3.402, 0.902, -0.129)  -0.217
C (-3.566, -0.516, -0.686)  -0.127
C (-2.251, -1.098, -1.118)  -0.234
C (-1.859, -1.070, -2.450)  -0.045
C (-0.641, -1.594, -2.847)  -0.103
C (0.190, -2.164, -1.899)  -0.681
Cl (1.709, -2.832, -2.384)  0.681
C (-0.181, -2.201, -0.565)  -0.100
C (-1.393, -1.661, -0.180)  -0.020
C (-0.016, 1.302, 0.934)  0.008
C (1.040, 0.449, 1.236)  -0.198
H (-0.513, -1.218, 5.137)  0.089
H (0.862, -0.116, 5.283)  0.089
H (1.107, -1.778, 4.708)  0.085
H (3.141, 0.783, 2.694)  0.137
H (2.684, -0.277, 4.037)  0.113
H (2.637, -2.221, 2.377)  0.079
H (4.253, -1.498, 2.555)  0.077
H (2.411, 0.247, -1.854)  0.104
H (0.459, 1.717, -2.378)  0.120
H (-2.783, 1.460, -2.047)  0.095
H (-4.376, 1.278, 0.204)  0.122
H (-2.732, 0.888, 0.734)  0.106
H (-4.259, -0.485, -1.530)  0.119
H (-4.003, -1.136, 0.099)  0.123
H (-2.517, -0.650, -3.198)  0.115
H (-0.344, -1.569, -3.884)  0.107
H (0.473, -2.656, 0.162)  0.107
H (-1.674, -1.669, 0.862)  0.105
H (-0.673, 1.655, 1.711)  0.123


| no. | highest occupied orbital energy (hartree) |
| --- | --- |
| 1 | -0.3626 |
| 2 | -0.3409 |
| 3 | -0.2946 |
| 4 | -0.3093 |